<P>
{"formula": "C5H16N2O2", "method": "ωB97M-V with the def2-TZVPD basis set", "symbols": ["O", "O", "N", "N", "C", "C", "C", "C", "C", "H", "H", "H", "H", "H", "H", "H", "H", "H", "H", "H", "H", "H", "H", "H", "H"], "xyz": [[-1.20, 0.42, -0.18], [-0.20, -0.58, 1.83], [0.12, 0.76, -0.75], [-2.15, 0.02, -2.37], [0.77, 0.21, 2.15], [-1.98, -0.50, -1.07], [2.58, -0.28, 0.29], [0.71, 1.62, 1.87], [-1.31, -1.86, -1.08], [1.44, 0.02, -0.22], [-2.95, -0.52, -0.55], [2.65, -1.27, 0.73], [-2.63, 0.91, -2.37], [-0.34, -1.78, -1.56], [3.07, 0.48, 0.91], [1.56, -0.20, 2.77], [-1.96, -2.56, -1.62], [-1.25, 0.10, -2.84], [3.17, -0.24, -0.63], [1.60, 2.17, 2.17], [-1.17, -2.23, -0.07], [0.51, 1.71, 0.55], [-0.03, 1.67, -1.19], [-0.17, 2.09, 2.30], [-0.83, -0.17, 0.92]], "homo_lumo_gap_ev": 8.233, "charge": 0, "spin_multiplicity": 1, "e_homo_ev": -7.85, "lumo_energy_ev": 0.39}

---

<Q>
{"formula": "C5H16N2O2", "method": "ωB97M-V with the def2-TZVPD basis set", "symbols": ["O", "O", "N", "N", "C", "C", "C", "C", "C", "H", "H", "H", "H", "H", "H", "H", "H", "H", "H", "H", "H", "H", "H", "H", "H"], "xyz": [[-0.54, 1.51, 2.94], [-1.49, 0.83, -3.03], [1.74, -0.02, 2.32], [1.60, -0.15, -0.07], [-2.50, 0.05, -0.98], [-1.20, 0.42, -1.69], [2.33, -0.59, 1.13], [0.48, -1.07, -0.40], [-0.16, -0.68, -1.72], [-0.34, 0.79, 2.34], [-0.72, -1.60, -1.98], [2.18, 0.82, 2.66], [-1.61, 1.78, -3.00], [0.58, -0.59, -2.52], [-0.83, 1.31, -1.17], [1.54, -0.63, 3.10], [1.09, 0.72, 0.05], [0.15, 2.12, 2.66], [-3.12, 0.94, -1.06], [-3.06, -0.64, -1.62], [-0.30, -1.08, 0.35], [3.36, -0.25, 0.99], [2.29, -1.66, 1.11], [0.93, -2.07, -0.45], [-2.41, -0.26, 0.05]], "smiles": "C[C@H](O)CCNCN.O", "homo_lumo_gap_ev": 9.835, "charge": 0, "spin_multiplicity": 1, "e_homo_ev": -9.08, "lumo_energy_ev": 0.75}

---

Which of them is the least stable? Correct choice: <P>.

---

<P>
{"formula": "C3H9N2O2", "method": "ωB97M-V with the def2-TZVPD basis set", "symbols": ["O", "O", "N", "N", "C", "C", "C", "H", "H", "H", "H", "H", "H", "H", "H", "H"], "xyz": [[0.47, 1.12, -2.64], [-1.80, 1.25, 2.29], [-0.19, -0.18, 0.65], [1.41, -0.80, -1.55], [0.61, 0.18, -1.60], [-0.27, 0.38, -0.46], [0.56, -1.29, 0.89], [-2.07, 2.02, 1.83], [-0.78, 0.22, 1.47], [1.63, -1.06, 1.11], [-2.60, 0.72, 2.45], [0.22, -1.86, 1.91], [-0.82, 1.28, -0.62], [0.69, -1.94, 0.05], [1.88, -1.12, -2.40], [1.06, 1.08, -3.36]], "homo_lumo_gap_ev": 9.535, "charge": 1, "spin_multiplicity": 1, "e_homo_ev": -14.81, "lumo_energy_ev": -5.27}

---

<Q>
{"formula": "C3H9N2O2", "method": "ωB97M-V with the def2-TZVPD basis set", "symbols": ["O", "O", "N", "N", "C", "C", "C", "H", "H", "H", "H", "H", "H", "H", "H", "H"], "xyz": [[1.35, -3.45, -1.50], [-0.96, 0.00, 0.64], [-1.21, 1.05, 1.28], [1.13, 0.17, -2.22], [-0.68, 1.44, 2.32], [-2.29, 1.84, 0.53], [1.49, -2.35, -1.62], [1.72, -0.42, -2.84], [-2.06, 2.92, 0.54], [1.64, 0.50, -1.42], [0.73, 1.07, -2.66], [-0.84, 2.32, 2.90], [-3.19, 1.64, 1.16], [0.41, -0.65, -1.95], [0.13, 0.83, 2.75], [-2.38, 1.46, -0.48]], "homo_lumo_gap_ev": 8.406, "charge": 1, "spin_multiplicity": 1, "e_homo_ev": -12.25, "lumo_energy_ev": -3.84}

---

<R>
{"formula": "C3H9N2O2", "method": "ωB97M-V with the def2-TZVPD basis set", "symbols": ["O", "O", "N", "N", "C", "C", "C", "H", "H", "H", "H", "H", "H", "H", "H", "H"], "xyz": [[0.97, 0.96, 1.18], [1.01, -1.30, 0.85], [-1.50, 1.07, -0.11], [-1.52, -1.19, 0.45], [0.62, -0.11, 0.25], [-0.91, -0.05, 0.21], [1.09, 0.02, -1.14], [0.67, 0.98, -1.53], [-2.47, 1.19, -0.17], [-0.98, 1.97, -0.39], [0.86, -0.79, -1.69], [-2.47, -1.39, 0.18], [-0.65, -1.90, 0.66], [1.75, 1.50, 0.75], [2.14, 0.20, -1.15], [1.40, -1.15, 1.67]], "smiles": "CC(O)(O)C(N)=[NH2+]", "homo_lumo_gap_ev": 12.221, "charge": 1, "spin_multiplicity": 1, "e_homo_ev": -15.65, "lumo_energy_ev": -3.43}

---

Which of them is the least stable? Correct choice: <Q>.

---

<P>
{"formula": "C3H9N2O2", "method": "ωB97M-V with the def2-TZVPD basis set", "symbols": ["O", "O", "N", "N", "C", "C", "C", "H", "H", "H", "H", "H", "H", "H", "H", "H"], "xyz": [[-2.46, -0.83, -0.83], [-1.17, -0.72, -0.27], [-1.91, 1.36, 0.49], [0.33, 0.65, 0.58], [1.27, -0.38, 0.57], [-0.92, 0.47, 0.36], [1.95, -0.67, -0.74], [-1.92, 2.16, 1.14], [1.95, 0.02, 1.25], [2.46, 0.16, -1.10], [-2.05, -0.92, -1.77], [-2.88, 0.98, 0.25], [0.60, 1.52, 1.02], [0.88, -1.29, 1.01], [1.25, -1.04, -1.44], [2.62, -1.49, -0.52]], "smiles": "CC/[NH+]=C(/N)OO", "homo_lumo_gap_ev": 11.973, "charge": 1, "spin_multiplicity": 1, "e_homo_ev": -15.28, "lumo_energy_ev": -3.31}

---

<Q>
{"formula": "C3H9N2O2", "method": "ωB97M-V with the def2-TZVPD basis set", "symbols": ["O", "O", "N", "N", "C", "C", "C", "H", "H", "H", "H", "H", "H", "H", "H", "H"], "xyz": [[-2.07, -1.40, -2.35], [3.07, 1.41, 0.08], [0.60, 0.31, -0.32], [-2.16, -0.11, -0.47], [2.61, 0.80, 1.06], [-2.20, -1.30, -1.15], [1.18, 0.31, 1.04], [3.12, 0.57, 1.96], [-0.40, 0.37, -0.27], [1.20, -0.72, 1.42], [0.77, -0.57, -0.80], [-2.45, 0.68, -1.03], [0.63, 0.95, 1.74], [0.99, 1.05, -0.90], [-2.38, -2.19, -0.46], [-2.51, -0.15, 0.47]], "homo_lumo_gap_ev": 10.664, "charge": 1, "spin_multiplicity": 1, "e_homo_ev": -14.42, "lumo_energy_ev": -3.75}

---

Which of them is the least stable? Correct choice: <P>.

---

<P>
{"formula": "C2H3IO2", "method": "ωB97M-V with the def2-TZVPD basis set", "symbols": ["I", "O", "O", "C", "C", "H", "H", "H"], "xyz": [[-1.41, -1.46, -3.52], [0.10, 1.02, -3.98], [-0.52, -0.43, -0.03], [-0.61, 0.54, -3.20], [-0.10, -1.58, 0.05], [0.74, -2.00, -0.45], [-0.90, 1.00, -2.27], [-0.70, -2.48, 0.56]], "smiles": "O=CI.C=O", "homo_lumo_gap_ev": 10.118, "charge": 0, "spin_multiplicity": 1, "e_homo_ev": -9.91, "lumo_energy_ev": 0.21}

---

<Q>
{"formula": "C2H3IO2", "method": "ωB97M-V with the def2-TZVPD basis set", "symbols": ["I", "O", "O", "C", "C", "H", "H", "H"], "xyz": [[-4.30, 0.02, 0.05], [-0.72, -0.93, -0.41], [-0.56, 0.97, -0.46], [-0.60, 0.03, 0.57], [-0.88, 0.04, -1.33], [-1.23, 0.11, -2.40], [0.14, -0.08, 1.31], [-3.49, 0.10, 1.32]], "homo_lumo_gap_ev": 8.745, "charge": 0, "spin_multiplicity": 1, "e_homo_ev": -8.07, "lumo_energy_ev": 0.67}

---

<R>
{"formula": "C2H3IO2", "method": "ωB97M-V with the def2-TZVPD basis set", "symbols": ["I", "O", "O", "C", "C", "H", "H", "H"], "xyz": [[-2.54, -0.50, 0.39], [0.70, -0.56, -0.24], [-0.80, 1.72, 1.37], [-0.97, 0.56, 1.43], [1.17, -0.54, -1.34], [-0.31, 0.01, 2.23], [1.22, -1.25, -2.16], [1.53, 0.56, -1.69]], "smiles": "O=CI.C=O", "homo_lumo_gap_ev": 10.074, "charge": 0, "spin_multiplicity": 1, "e_homo_ev": -9.78, "lumo_energy_ev": 0.30}

---

Which of them is the least stable? Correct choice: <Q>.

---

<P>
{"formula": "C4H13NO3", "method": "ωB97M-V with the def2-TZVPD basis set", "symbols": ["O", "O", "O", "N", "C", "C", "C", "C", "H", "H", "H", "H", "H", "H", "H", "H", "H", "H", "H", "H", "H"], "xyz": [[1.30, -0.70, -1.54], [-1.41, 0.24, 2.67], [3.02, 0.06, 0.45], [-0.19, -1.31, 0.36], [-0.39, 0.12, 0.48], [0.17, -0.08, -2.03], [-0.51, 0.76, -0.91], [-1.64, 0.56, 1.30], [-0.66, 0.69, 3.09], [-1.87, 1.63, 1.22], [0.54, 0.47, 0.99], [-0.91, -1.67, -0.27], [-0.01, -1.75, 1.25], [0.63, 0.60, -2.78], [-0.55, -0.74, -2.53], [-1.58, 1.00, -1.07], [-0.01, 1.73, -0.96], [1.01, -1.33, -0.77], [-2.47, -0.10, 1.10], [3.18, 0.41, -0.42], [2.36, -0.60, 0.37]], "homo_lumo_gap_ev": [11.628, 5.748], "charge": 1, "spin_multiplicity": 2, "e_homo_ev": [-15.00, -14.94], "lumo_energy_ev": [-3.37, -9.19]}

---

<Q>
{"formula": "C4H13NO3", "method": "ωB97M-V with the def2-TZVPD basis set", "symbols": ["O", "O", "O", "N", "C", "C", "C", "C", "H", "H", "H", "H", "H", "H", "H", "H", "H", "H", "H", "H", "H"], "xyz": [[1.78, -0.56, -2.44], [0.22, -2.66, -1.85], [-0.42, 0.69, 3.13], [1.01, 1.58, 0.22], [1.13, 0.28, -1.90], [-1.50, -0.17, 0.79], [0.62, 0.34, -0.42], [-0.91, -0.07, -0.52], [1.08, 2.42, -0.39], [-2.57, -0.46, 0.75], [-0.82, -1.11, -0.95], [-1.52, 0.64, -1.26], [0.93, 1.26, -2.39], [1.20, -0.40, 0.10], [1.08, -2.68, -1.24], [-1.46, 0.77, 1.35], [0.47, 1.79, 1.17], [0.53, 0.93, 2.85], [-0.94, -0.90, 1.34], [0.55, -1.91, -2.33], [-0.46, 0.20, 4.00]], "homo_lumo_gap_ev": [10.449, 5.423], "charge": 1, "spin_multiplicity": 2, "e_homo_ev": [-14.71, -14.62], "lumo_energy_ev": [-4.26, -9.20]}

---

Which of them is the least stable? Correct choice: <Q>.

---

<P>
{"formula": "C4H3FO", "method": "ωB97M-V with the def2-TZVPD basis set", "symbols": ["F", "O", "C", "C", "C", "C", "H", "H", "H"], "xyz": [[-1.12, 0.23, 1.89], [0.63, 0.20, -2.23], [0.12, 1.66, -0.39], [-0.12, -1.47, 0.51], [0.41, 0.97, -1.41], [-0.38, -0.24, 0.88], [0.36, -1.62, -0.48], [-0.33, -2.25, 1.14], [0.43, 2.52, 0.10]], "homo_lumo_gap_ev": [8.369, 8.371], "charge": 0, "spin_multiplicity": 1, "e_homo_ev": [-9.35, -9.35], "lumo_energy_ev": [-0.98, -0.98]}

---

<Q>
{"formula": "C4H3FO", "method": "ωB97M-V with the def2-TZVPD basis set", "symbols": ["F", "O", "C", "C", "C", "C", "H", "H", "H"], "xyz": [[0.04, 1.75, 0.24], [2.14, -0.92, -0.17], [1.39, -0.24, 0.45], [-2.05, -0.63, -0.09], [-1.01, -0.15, -0.44], [0.22, 0.59, -0.51], [-2.97, -1.09, 0.13], [0.62, 0.90, -1.47], [1.62, -0.21, 1.86]], "homo_lumo_gap_ev": 10.405, "charge": 0, "spin_multiplicity": 1, "e_homo_ev": -9.72, "lumo_energy_ev": 0.68}

---

<R>
{"formula": "C4H3FO", "method": "ωB97M-V with the def2-TZVPD basis set", "symbols": ["F", "O", "C", "C", "C", "C", "H", "H", "H"], "xyz": [[-0.55, 1.15, -0.53], [-2.50, -1.62, -0.09], [-2.11, -0.52, -0.10], [2.67, -0.27, 0.54], [-1.69, 0.73, 0.03], [1.98, -0.47, -0.42], [-2.37, 1.52, 0.30], [3.18, -0.52, 1.48], [1.38, 0.00, -1.22]], "smiles": "O=C=CF.C#C", "homo_lumo_gap_ev": 9.330, "charge": 0, "spin_multiplicity": 1, "e_homo_ev": -9.35, "lumo_energy_ev": -0.02}

---

Which of them is the least stable? Correct choice: <P>.